# 1
A molecular structure, C28H19BrCl2IN3O6Ti, computed with the ωB97M-V functional and the def2-TZVPD basis.

The geometry in ORCA input format:
```
! RIJCOSX wB97M-V def2-TZVPD def2/J DEFGRID3
* xyz -1 2
Ti 0.728 0.338 -0.374
O 4.629 0.075 -1.130
C 3.468 -0.101 -0.817
O 2.459 0.654 -1.122
C 3.021 -1.279 0.022
C 3.785 -2.248 0.620
C 3.152 -3.195 1.439
C 1.797 -3.058 1.720
C 1.085 -2.057 1.088
N 1.683 -1.236 0.195
C -0.325 -1.625 1.302
O -1.122 -2.233 1.997
O -0.570 -0.522 0.654
H 4.855 -2.252 0.466
H 3.725 -3.993 1.892
H 1.300 -3.701 2.433
C -2.706 -5.954 -0.216
C -2.891 -4.466 -0.283
C -3.879 -3.819 0.453
C -4.009 -2.445 0.381
C -3.123 -1.768 -0.442
Br -3.257 0.119 -0.595
N -2.201 -2.348 -1.167
C -2.083 -3.669 -1.082
H -3.662 -6.466 -0.329
H -2.281 -6.249 0.746
H -2.032 -6.299 -0.999
H -4.545 -4.392 1.088
H -4.755 -1.912 0.950
H -1.300 -4.099 -1.699
I 0.344 6.915 5.398
C 0.416 5.315 4.026
C 1.393 4.344 4.178
C 1.447 3.308 3.262
C 0.531 3.244 2.215
C -0.445 4.225 2.085
C -0.509 5.267 2.995
C 0.640 2.124 1.237
O -0.162 2.060 0.252
O 1.548 1.268 1.383
H 2.100 4.395 4.994
H 2.195 2.531 3.333
H -1.151 4.154 1.269
H -1.266 6.033 2.908
Cl -0.784 3.937 -3.979
C -0.149 3.985 -2.331
Cl 1.203 2.852 -2.113
H -0.937 3.691 -1.646
H 0.204 4.993 -2.144
N -1.098 -1.964 -7.257
C -0.848 -1.653 -6.176
C -0.531 -1.253 -4.847
C 0.406 -1.961 -4.091
C 0.728 -1.524 -2.819
C 0.144 -0.392 -2.228
C -0.793 0.287 -3.021
C -1.133 -0.121 -4.298
H 0.878 -2.842 -4.510
H 1.468 -2.095 -2.264
H -1.292 1.166 -2.627
H -1.858 0.436 -4.878
*
```

E_LUMO (spin up / spin down) (eV): 1.8 / 1.8
Energy above the lowest of the compared OMol25 structures with the same formula, charge and spin (kcal/mol): 27.6
Orbital gap (spin up / spin down) (Eh): 0.1997 / 0.2888
HOMO (spin up / spin down) (Ha): -0.13367 / -0.22279

---

# 2
A molecular structure, C28H19Cl2FIN3O4Pd, computed with the ωB97M-V functional and the def2-TZVPD basis.

The geometry in ORCA input format:
```
! RIJCOSX wB97M-V def2-TZVPD def2/J DEFGRID3
* xyz -2 1
Pd -3.050 1.506 5.310
C 3.254 -2.467 -7.855
C 3.422 -3.239 -6.570
C 2.676 -4.600 -6.590
C 1.206 -4.457 -6.353
C 0.921 -3.655 -5.154
C -0.256 -3.793 -4.425
C -0.461 -2.993 -3.325
F -1.488 -3.277 -2.524
C 0.414 -2.016 -2.905
C 1.541 -1.782 -3.673
C 2.520 -0.672 -3.225
O 2.035 0.018 -2.332
C 3.809 -0.642 -3.894
C 3.948 -1.554 -4.902
N 3.018 -2.496 -5.340
C 1.815 -2.681 -4.693
C 5.040 0.304 -3.745
O 6.035 -0.037 -4.444
O 4.852 1.367 -3.106
H 3.422 -2.879 -8.886
H 3.728 -1.478 -7.677
H 2.201 -2.155 -7.952
H 4.490 -3.482 -6.475
H 3.166 -5.130 -5.717
H 2.975 -5.161 -7.490
H 0.654 -5.393 -6.201
H 0.697 -3.990 -7.191
H -1.053 -4.516 -4.581
H 0.226 -1.394 -2.033
H 4.927 -1.595 -5.479
Cl -4.199 5.484 8.816
C -2.979 5.405 7.483
C -2.152 6.545 7.354
C -1.115 6.504 6.439
Cl -0.150 7.985 6.135
C -0.812 5.296 5.781
C 0.334 5.220 4.944
C 0.542 4.050 4.300
C -0.386 2.999 4.437
N -1.439 3.015 5.153
C -1.634 4.145 5.904
C -2.842 4.184 6.761
O -3.592 3.227 6.789
H -2.247 7.400 7.966
H 1.045 6.032 4.880
H 1.415 3.825 3.714
H -0.354 2.136 3.794
I -6.332 -1.137 6.875
C -5.165 -0.952 5.146
C -3.840 -0.489 5.526
C -2.836 -0.455 4.421
C -3.396 -0.656 3.119
N -4.682 -0.960 2.815
C -5.469 -1.143 3.888
H -3.515 -0.777 6.502
H -1.733 -0.608 4.424
H -2.699 -0.414 2.336
H -6.454 -1.526 3.725
*
```

E_LUMO (eV): 3.5
Energy above the lowest of the compared OMol25 structures with the same formula, charge and spin (kcal/mol): 0.0
Orbital gap (Eh): 0.2409
HOMO (Ha): -0.11360

---

# 3
A molecular structure, C28H19Cl3CuN3O2, computed with the ωB97M-V functional and the def2-TZVPD basis.

The geometry in ORCA input format:
```
! RIJCOSX wB97M-V def2-TZVPD def2/J DEFGRID3
* xyz -1 2
Cu -1.165 -1.395 0.531
C -2.908 -3.479 -3.665
C -2.313 -4.211 -2.646
C -2.355 -3.751 -1.341
C -2.983 -2.540 -1.059
C -3.576 -1.799 -2.077
C -3.538 -2.276 -3.377
N -3.018 -2.134 0.310
N -3.106 -0.847 0.448
C -3.373 -0.454 1.801
C -3.869 -1.347 2.749
C -4.121 -0.868 4.021
C -3.880 0.468 4.298
C -3.407 1.273 3.272
N -3.167 0.833 2.045
H -2.875 -3.843 -4.685
H -1.803 -5.140 -2.869
H -1.869 -4.285 -0.535
H -4.048 -0.857 -1.835
H -3.998 -1.702 -4.172
H -4.023 -2.382 2.483
H -4.495 -1.533 4.789
H -4.054 0.883 5.282
H -3.209 2.326 3.444
C 0.064 0.101 0.359
C 0.907 0.927 0.019
C 1.877 1.844 -0.385
C 3.275 1.425 -0.355
C 3.665 0.339 0.448
C 4.972 -0.110 0.459
C 5.938 0.502 -0.331
C 5.569 1.563 -1.146
C 4.260 2.017 -1.162
C 1.449 3.164 -0.837
C 2.271 4.299 -0.751
C 1.821 5.543 -1.160
C 0.537 5.699 -1.665
C -0.298 4.590 -1.739
C 0.146 3.347 -1.328
H 2.914 -0.154 1.053
H 5.234 -0.956 1.083
H 6.961 0.146 -0.323
H 6.302 2.035 -1.791
H 3.989 2.818 -1.838
H 3.264 4.208 -0.329
H 2.477 6.401 -1.070
H 0.188 6.673 -1.987
H -1.307 4.696 -2.118
H -0.510 2.487 -1.369
Cl 2.916 -3.491 0.005
C 2.106 -3.759 1.552
Cl 1.739 -5.503 1.725
Cl 3.191 -3.275 2.862
C 0.727 -2.992 1.639
O 0.396 -2.567 2.731
O 0.112 -2.957 0.537
*
```

E_LUMO (spin up / spin down) (eV): 2.0 / 2.0
Energy above the lowest of the compared OMol25 structures with the same formula, charge and spin (kcal/mol): 9.0
Orbital gap (spin up / spin down) (Eh): 0.2087 / 0.2843
HOMO (spin up / spin down) (Ha): -0.13644 / -0.21095

---

# 4
A molecular structure, C28H19GeMnN3O6S2, computed with the ωB97M-V functional and the def2-TZVPD basis.

The geometry in ORCA input format:
```
! RIJCOSX wB97M-V def2-TZVPD def2/J DEFGRID3
* xyz 0 6
Mn 0.366 0.831 -1.674
O -0.400 1.595 0.459
S -0.732 2.875 -0.211
O -0.435 4.018 0.599
O -0.102 2.884 -1.535
C -2.494 2.819 -0.445
C -3.193 3.983 -0.174
C -4.566 4.022 -0.347
C -5.232 2.884 -0.780
C -4.526 1.718 -1.038
C -3.148 1.680 -0.867
S -2.327 0.210 -1.507
O -3.375 -0.701 -1.842
O -1.516 0.679 -2.627
O -1.385 -0.461 -0.534
H -2.634 4.837 0.174
H -5.110 4.937 -0.162
H -6.300 2.907 -0.938
H -5.017 0.823 -1.388
N 1.899 0.462 -2.884
C 2.309 0.342 -3.986
C 2.822 0.145 -5.222
C 3.951 -0.663 -5.414
N 4.860 -1.339 -5.604
C 2.206 0.683 -6.363
N 1.723 1.103 -7.317
C 1.534 -4.814 -0.881
C 1.058 -4.814 0.418
C 0.520 -3.661 0.970
C 0.463 -2.494 0.220
C 0.933 -2.511 -1.088
C 1.457 -3.661 -1.645
Ge 0.086 -0.648 0.942
C -0.949 -0.511 2.637
C -1.965 -1.424 2.891
C -2.630 -1.389 4.106
C -2.289 -0.441 5.056
C -1.304 0.493 4.787
C -0.627 0.455 3.579
C 2.008 0.041 0.881
C 2.459 1.283 0.442
C 3.805 1.611 0.539
C 4.706 0.711 1.079
C 4.268 -0.531 1.508
C 2.931 -0.867 1.396
H 1.970 -5.707 -1.301
H 1.130 -5.710 1.015
H 0.167 -3.659 1.993
H 0.892 -1.576 -1.673
H 1.828 -3.658 -2.659
H -2.212 -2.166 2.140
H -3.408 -2.108 4.314
H -2.788 -0.436 6.012
H -1.050 1.245 5.517
H 0.157 1.164 3.357
H 1.763 2.039 0.084
H 4.140 2.578 0.195
H 5.748 0.977 1.168
H 4.969 -1.243 1.917
H 2.587 -1.843 1.714
*
```

E_LUMO (spin up / spin down) (eV): -0.7 / -1.2
Energy above the lowest of the compared OMol25 structures with the same formula, charge and spin (kcal/mol): 34.9
Orbital gap (spin up / spin down) (Eh): 0.2764 / 0.2626
HOMO (spin up / spin down) (Ha): -0.30249 / -0.30548